The following is a DFT calculation (ωB97M-V/def2-TZVPD) of 17 unconnected molecules or ions with the total composition C18H52Br2N16O32.

The geometry in XYZ format:
```
120
Properties=species:S:1:pos:R:3:forces:R:3
Br 16.1362 17.8472 -6.2323 0.2 0.0 0.2
C 18.0732 17.6240 -6.3566 0.7 -1.7 0.0
C 18.3065 16.1338 -6.7501 0.4 0.3 0.0
Br 20.2777 15.7288 -6.8749 -1.2 0.4 -0.1
H 18.5619 17.7149 -5.3866 -0.4 0.5 0.1
H 18.4688 18.3814 -7.0333 -0.1 -0.4 -0.1
H 17.7825 15.8134 -7.6506 0.5 0.3 -0.3
H 17.9575 15.4356 -5.9894 0.1 0.4 0.3
C 10.5302 22.9380 -3.5946 -0.5 0.1 0.4
N 10.6271 21.4556 -3.8622 2.1 0.8 -2.0
O 9.7842 20.9631 -4.5660 -1.0 -0.3 0.6
O 11.6798 20.8863 -3.5805 -0.8 0.3 0.7
H 9.9630 22.9615 -2.6641 0.2 0.5 0.1
H 9.9840 23.4528 -4.3850 -0.3 -0.7 0.0
H 11.4949 23.4437 -3.5527 0.2 -0.7 0.4
C 11.9096 18.6573 -7.4620 -0.8 0.7 -0.3
N 11.6652 20.1398 -7.6511 0.5 0.4 0.4
O 10.6597 20.6540 -7.1637 1.0 -0.8 -0.7
O 12.5433 20.7229 -8.2588 -0.5 0.2 0.1
H 11.4190 18.2264 -8.3347 -0.2 -0.3 0.3
H 11.4131 18.4442 -6.5153 0.3 -0.5 -0.2
H 12.9743 18.4398 -7.5464 -0.2 0.3 0.4
C 18.7347 20.7679 -4.0624 0.4 0.2 0.8
N 20.1755 20.4141 -4.2473 1.3 0.1 -0.9
O 20.5478 20.0293 -5.3626 -0.7 0.2 1.2
O 20.9394 20.6126 -3.3096 -0.9 -0.4 -0.7
H 18.2712 21.0318 -5.0130 0.2 -0.1 0.2
H 18.7889 21.5730 -3.3296 -0.4 0.2 -0.3
H 18.2295 19.9534 -3.5434 0.1 -0.2 -0.3
C 11.7502 11.9766 -2.6755 0.3 -0.4 -1.3
N 11.3202 11.7701 -1.2810 -1.5 3.1 1.0
O 11.0798 10.6495 -0.9796 0.0 -1.7 0.8
O 11.0452 12.7662 -0.5443 1.2 -1.8 -1.8
H 11.8367 11.0015 -3.1549 0.4 -0.1 0.5
H 12.6919 12.5166 -2.7738 -0.4 0.2 0.3
H 10.9378 12.4171 -3.2534 0.1 0.7 0.6
C 14.3112 13.4666 1.3056 -1.4 -0.9 1.0
N 15.5139 14.1316 0.8896 0.2 2.1 0.4
O 15.8578 15.1087 1.5528 0.1 -0.7 -0.5
O 16.0520 13.7552 -0.1153 0.7 -0.4 -0.8
H 13.4582 13.7286 0.6797 0.3 0.1 -0.4
H 14.0692 13.8239 2.3065 0.2 -0.3 -0.1
H 14.4864 12.3924 1.2466 -0.1 0.1 0.1
C 8.7241 17.4074 -3.5154 0.7 -0.6 -0.7
N 8.7349 16.7919 -2.1797 -0.5 -0.7 2.8
O 8.6922 17.4496 -1.1267 0.2 0.2 -2.0
O 8.7441 15.5696 -2.1407 0.1 0.6 -0.6
H 7.7852 17.1235 -3.9907 -0.2 0.5 0.3
H 9.4568 16.7925 -4.0382 0.2 0.3 -0.1
H 9.0170 18.4569 -3.5450 -0.4 -0.1 0.3
C 17.9548 16.9887 -2.1014 -0.7 -0.2 0.2
N 19.4392 17.0586 -2.0039 -0.1 1.5 0.3
O 19.9091 17.2079 -0.8916 -0.1 -0.5 -0.4
O 20.0659 17.1084 -3.0458 -0.1 -0.4 0.1
H 17.4849 17.6046 -1.3347 0.5 -0.1 0.1
H 17.6575 15.9619 -1.8882 0.0 0.0 -0.3
H 17.6144 17.3455 -3.0734 0.3 -0.3 0.0
C 14.4046 20.8100 -4.8084 0.1 0.9 0.1
N 14.8226 22.2432 -5.0419 2.3 0.8 0.6
O 16.0260 22.5052 -4.8882 -1.0 -1.1 -0.3
O 14.0285 23.1311 -5.2152 -1.3 -0.4 -0.3
H 15.2862 20.1880 -4.9634 -0.3 0.1 0.0
H 13.5428 20.5708 -5.4315 0.2 0.1 0.0
H 14.1132 20.8561 -3.7591 0.0 -0.4 -0.1
C 11.8056 18.8062 2.9922 -1.9 0.4 0.4
N 12.4545 17.7557 2.1908 2.2 -1.5 0.6
O 12.7732 16.7198 2.7988 -1.0 1.5 -0.7
O 12.7712 17.9426 1.0279 -0.7 0.4 0.3
H 11.9217 19.8486 2.6955 1.2 -0.3 -0.2
H 11.9252 18.5898 4.0538 0.4 0.1 -0.3
H 10.7317 18.7407 2.8175 -0.2 -0.6 -0.1
C 7.7525 20.0991 0.7942 -0.1 -1.4 -2.0
N 7.8079 21.0007 1.9284 1.2 -3.1 0.7
O 7.4609 22.0910 1.6554 -0.7 2.9 0.8
O 8.1735 20.5304 3.0189 -0.3 1.2 -1.0
H 6.7248 19.7555 0.6761 0.0 -0.1 0.4
H 8.4115 19.2312 0.8182 -0.1 0.2 0.6
H 7.9741 20.6299 -0.1316 0.1 0.3 0.4
C 11.2649 14.2240 -6.1229 -0.8 0.6 0.5
N 12.0547 15.0182 -5.1245 1.5 0.9 0.9
O 11.8159 14.8214 -3.9117 0.3 0.4 -2.6
O 12.9070 15.8305 -5.5417 -1.8 -1.6 0.8
H 10.4693 14.8808 -6.4748 0.1 0.3 0.0
H 10.7479 13.4812 -5.5154 0.5 -0.4 -0.5
H 11.8346 13.9374 -7.0068 0.3 -0.3 0.6
C 15.5469 13.5001 -3.9525 0.2 0.6 -0.6
N 15.1835 12.8466 -5.2283 -1.0 -1.8 -2.1
O 13.9850 12.7414 -5.5319 0.9 0.6 0.8
O 16.0526 12.3589 -5.9524 -0.5 1.1 1.5
H 16.1068 12.7561 -3.3858 -0.1 0.3 0.2
H 14.6629 13.9357 -3.4867 0.1 -0.5 0.1
H 16.1657 14.3372 -4.2756 0.3 -0.1 0.3
C 12.6210 17.3754 -2.2869 -1.6 -1.9 0.9
N 13.9016 16.5217 -2.1806 -2.4 2.2 -1.5
O 14.8290 17.0080 -2.7681 1.7 0.1 -0.2
O 13.8393 15.4365 -1.6925 0.2 -0.9 0.9
H 11.8427 16.6141 -2.2354 0.0 -0.3 -0.3
H 12.4545 17.8958 -3.2301 1.0 0.2 0.3
H 12.3367 17.8933 -1.3710 1.1 0.6 -0.1
C 11.9550 22.9831 1.2926 -0.2 0.2 0.9
N 11.1758 22.0679 0.4627 -0.9 -2.1 -1.1
O 11.7199 21.0004 0.1462 -0.5 1.3 0.1
O 9.9881 22.3119 0.2392 1.6 0.2 0.0
H 11.2039 23.2282 2.0434 0.5 0.4 0.3
H 12.2917 23.8916 0.7932 -0.2 -0.3 -0.3
H 12.7941 22.4023 1.6754 -0.1 0.3 0.0
C 15.2402 19.2514 -0.1406 -0.7 -0.8 1.1
N 16.2920 19.8608 -0.9200 0.2 0.3 -1.2
O 16.0136 20.0832 -2.0918 0.1 0.1 0.0
O 17.3517 20.1106 -0.4156 0.6 0.1 0.4
H 15.6270 18.8215 0.7834 0.2 0.1 -0.2
H 14.8134 18.4632 -0.7608 -0.2 0.4 0.2
H 14.5421 20.0446 0.1272 -0.2 -0.2 -0.3
C 8.0584 15.6399 1.5521 0.3 2.0 -0.2
N 7.2796 16.8984 2.0622 -0.7 -1.5 0.6
O 7.5096 17.2395 3.2057 0.3 0.1 -0.4
O 6.4122 17.4005 1.3672 0.6 -0.4 -0.2
H 8.2733 15.9034 0.5165 -0.2 -0.5 0.0
H 7.5081 14.7079 1.6815 -0.2 0.5 0.1
H 8.9862 15.6931 2.1218 -0.2 -0.4 0.0
```
Positions in Å, forces in eV/Å.

Computed properties:
Frontier orbital gap   8.96 eV
Highest occupied orbital energy   -10.17 eV
Net charge   0
E   -248909.10253 eV

---

The following is a DFT calculation (ωB97M-V/def2-TZVPD) of a molecular structure, C18H52CuO16.

The geometry in XYZ format:
```
87
Properties=species:S:1:pos:R:3:forces:R:3
Cu 18.2503 -13.1139 5.8316 0.0 0.3 0.3
C 15.4406 -10.3743 5.4478 -0.2 0.1 0.6
C 16.3514 -10.7561 4.2905 0.6 -1.9 1.3
O 16.8276 -12.1432 4.3308 -0.2 1.0 0.0
H 15.2899 -9.2971 5.3778 -0.4 0.2 0.1
H 15.7737 -10.5911 6.4628 0.9 0.0 -0.1
H 14.4809 -10.8905 5.4719 -0.2 0.0 -0.7
H 17.1812 -10.0502 4.2554 0.5 0.1 0.2
H 15.7688 -10.4897 3.4085 0.0 -0.7 -0.6
C 19.8494 -15.6734 9.0238 0.8 0.2 0.2
C 20.2619 -15.1155 7.6772 -0.8 1.3 -0.5
O 19.6106 -13.9014 7.4136 -1.7 1.1 -1.0
H 20.4693 -16.5395 9.2558 -0.1 -0.3 0.1
H 18.7920 -15.9316 9.0818 0.0 0.0 -0.2
H 20.0781 -14.9142 9.7717 -0.2 -0.1 0.2
H 20.0659 -15.8797 6.9251 0.1 -0.2 -0.4
H 21.3022 -14.7957 7.6174 0.7 -0.9 0.3
C 14.6785 -11.5491 9.8707 -0.3 -0.1 0.7
C 13.7071 -11.2614 8.7288 0.2 -0.5 0.4
O 13.4702 -9.8740 8.5847 -0.1 -0.3 -0.1
O 16.0416 -11.3705 9.4992 0.0 0.5 0.1
H 14.5857 -12.5379 10.3200 -0.3 -0.4 -0.4
H 14.5330 -10.8789 10.7179 -0.7 0.2 -0.1
H 12.7653 -11.7905 8.8746 -0.3 0.4 0.5
H 14.0556 -11.7557 7.8219 0.5 0.4 -0.3
H 14.2448 -9.4742 8.1824 0.1 0.0 -0.2
H 16.3464 -10.6672 10.0772 0.6 -0.1 -0.3
C 19.0488 -17.4850 4.2851 -0.9 -0.8 -1.0
C 17.6998 -17.9052 3.5772 1.5 -1.4 2.2
O 16.9153 -16.8547 3.2893 -1.7 2.5 -0.5
O 19.8776 -16.7782 3.4072 0.9 0.0 -0.6
H 19.5183 -18.3842 4.6838 0.2 -0.1 0.0
H 18.9379 -16.7910 5.1183 -0.8 -0.3 0.2
H 17.2328 -18.4578 4.3924 -0.4 -0.5 -0.1
H 17.6861 -18.5227 2.6791 1.2 -0.6 0.3
H 16.8998 -16.6968 2.3425 -0.1 0.4 0.2
H 20.2273 -17.4080 2.7727 0.2 0.2 -0.2
C 15.8679 -14.8820 6.1490 -3.0 0.7 -0.9
C 15.8311 -14.1485 7.4505 2.0 0.0 1.1
O 16.6526 -12.9339 7.4537 -0.7 -1.4 -2.2
O 17.0866 -15.2181 5.6290 1.8 -0.1 0.5
H 15.3040 -14.3196 5.4049 0.1 0.7 -0.2
H 15.2629 -15.7886 6.1371 -0.3 -0.2 1.1
H 16.3535 -14.7639 8.1830 -0.4 -0.4 0.4
H 14.7984 -13.9803 7.7558 0.0 0.2 -0.1
H 16.5082 -12.4141 8.2478 0.2 0.4 0.5
H 16.8487 -15.8918 4.9878 0.6 0.1 -0.9
C 21.1043 -12.5322 10.3509 -0.3 -0.4 1.2
C 22.0085 -11.6698 11.1811 0.5 0.6 -0.8
O 23.2797 -11.5307 10.5221 0.1 0.1 1.0
O 20.5808 -11.8609 9.2210 0.6 0.2 0.7
H 20.2855 -12.8772 10.9823 -0.3 0.0 0.2
H 21.6229 -13.4357 10.0302 0.3 0.0 0.0
H 22.1525 -12.0128 12.2056 0.4 -0.8 -0.3
H 21.5465 -10.7074 11.4011 -0.1 0.5 -0.7
H 23.1892 -11.4551 9.5694 -0.4 0.1 0.0
H 20.1202 -12.5814 8.7848 -0.4 -0.8 -1.6
C 20.3439 -12.1442 3.6256 1.0 -1.6 -2.5
C 20.4672 -13.6867 3.7210 0.4 2.2 0.1
O 19.2539 -14.2158 4.1483 -0.8 0.2 0.3
O 19.7232 -11.6070 4.7024 -0.4 0.6 2.1
H 19.8069 -11.8252 2.7323 -0.1 -0.4 -0.4
H 21.3679 -11.7884 3.5114 0.3 0.1 0.1
H 21.2370 -13.8802 4.4680 0.2 -0.3 -0.1
H 20.7416 -14.0394 2.7268 0.1 -0.2 0.1
H 19.3751 -15.1671 4.1042 -0.3 -0.2 0.0
H 19.8237 -10.6586 4.5921 -0.5 0.1 0.6
C 15.4711 -13.3757 1.1887 0.9 -0.1 1.7
C 16.9990 -13.3196 1.0193 -0.1 0.3 -1.2
O 17.5437 -12.0493 1.3512 -0.1 -0.1 -0.5
O 15.1680 -13.8886 2.5194 -0.5 0.1 -1.7
H 14.9450 -13.9268 0.4092 0.1 -0.4 0.3
H 15.1784 -12.3281 1.1188 -0.4 0.1 -0.1
H 17.1652 -13.4678 -0.0477 0.4 0.1 -0.2
H 17.5792 -14.0762 1.5475 -0.5 -0.4 0.3
H 17.3706 -11.9228 2.2870 0.0 0.0 0.9
H 15.5730 -13.2201 3.0768 0.4 0.2 1.1
C 20.1708 -8.8221 7.3896 -0.5 -0.6 -1.0
C 18.8440 -9.4882 7.1896 -0.5 1.1 -0.6
O 18.8639 -10.8613 7.3832 -0.5 -0.6 -0.6
O 20.6583 -9.1297 8.6290 0.9 0.4 1.6
H 20.0319 -7.7465 7.2807 0.3 0.1 0.0
H 20.8104 -9.2450 6.6150 0.5 0.4 -0.3
H 18.5811 -9.2829 6.1518 -0.4 -0.3 -0.2
H 18.1041 -8.9480 7.7801 -0.3 -0.3 0.4
H 19.2472 -11.1122 8.2269 0.1 0.4 0.3
H 20.9745 -10.0360 8.6131 0.0 -0.3 0.2
```
Positions in Å, forces in eV/Å.

Computed properties:
Frontier orbital gap (spin up / spin down)   8.38 / 6.96 eV
Spin multiplicity   2
Highest occupied orbital energy (spin up / spin down)   -8.19 / -7.97 eV
Net charge   0
E   -96902.12417 eV